Formula: C5H11N2O
Source: the Open Molecules 2025 dataset
Level of theory: the ωB97M-V functional and the def2-TZVPD basis

Element x y z (Å)
C (-1.223, -0.867, 0.628)
C (1.911, -0.578, -0.245)
C (1.813, -1.905, -0.496)
C (0.943, 0.352, 0.318)
C (1.443, 1.622, 0.799)
N (-2.317, -1.042, -0.110)
N (-0.312, 0.052, 0.465)
O (-1.928, 1.493, -0.960)
H (-1.168, -1.310, 1.604)
H (-2.338, -0.697, -1.084)
H (2.835, -0.007, -0.605)
H (2.642, -2.515, -0.709)
H (0.959, -2.465, -0.120)
H (1.977, 1.530, 1.689)
H (0.625, 2.365, 0.968)
H (2.224, 2.095, 0.102)
H (-3.155, -1.494, 0.260)
H (-2.855, 1.672, -0.627)
H (-2.078, 1.700, -1.881)

Computed properties:
ΔE to the lowest compared entry with this formula, charge and spin	2.457	eV
frontier orbital gap	9.81	eV
net charge	+1
HOMO	-14.093	eV

Atom charges from the Löwdin analysis, given in e for atoms 1 to 4:
1. C -0.156
2. C -0.081
3. C 0.107
4. C -0.288